Entry 1:
The following is a quantum chemistry calculation of C49H31BrCeF9N5O6P as an isolated structure at a distorted geometry, from the OMol25 dataset.

CARTESIAN COORDINATES (ANGSTROEM)
Ce (1.019, 0.898, 0.563)
O (-3.187, 5.022, 4.239)
C (-2.017, 5.369, 4.049)
O (-1.372, 6.408, 3.928)
C (-1.136, 4.100, 3.781)
C (0.221, 4.299, 3.459)
C (0.928, 3.223, 2.928)
N (0.346, 1.983, 2.738)
C (-0.987, 1.819, 3.010)
C (-1.732, 2.845, 3.554)
C (-1.413, 0.464, 2.649)
C (-2.636, -0.030, 3.235)
C (-3.100, -1.224, 2.872)
C (-2.272, -2.173, 2.108)
C (-1.011, -1.558, 1.446)
N (-0.764, -0.160, 1.695)
C (2.334, 3.269, 2.493)
C (3.246, 4.230, 2.960)
C (4.548, 4.136, 2.549)
C (4.932, 3.102, 1.667)
C (3.961, 2.271, 1.219)
N (2.666, 2.320, 1.619)
H (0.510, 5.361, 3.596)
H (-2.780, 2.830, 3.806)
H (-3.119, 0.663, 3.942)
H (-4.127, -1.539, 3.046)
H (-2.826, -2.883, 1.508)
H (0.434, -2.333, 0.265)
H (2.892, 5.038, 3.627)
H (5.287, 4.810, 2.987)
H (5.975, 2.970, 1.437)
H (4.173, 1.497, 0.521)
O (3.171, -2.669, 2.934)
C (2.790, -1.772, 2.096)
O (1.892, -0.971, 2.326)
C (3.349, -1.834, 0.705)
C (4.386, -2.689, 0.381)
C (4.878, -2.637, -0.922)
C (4.413, -1.684, -1.806)
C (3.408, -0.826, -1.364)
N (2.902, -0.872, -0.123)
C (2.768, 0.301, -2.162)
O (3.039, 0.486, -3.441)
O (2.079, 1.140, -1.574)
H (2.692, -2.545, 3.798)
H (4.750, -3.410, 1.063)
H (5.659, -3.314, -1.285)
H (4.778, -1.601, -2.799)
H (3.593, -0.210, -3.809)
Br (-1.991, 6.098, 0.821)
C (-1.361, 4.785, -0.366)
C (-1.655, 4.801, -1.708)
C (-1.134, 3.793, -2.510)
C (-0.388, 2.768, -1.956)
N (-0.189, 2.726, -0.652)
C (-0.727, 3.671, 0.148)
H (-2.235, 5.620, -2.057)
H (-1.326, 3.753, -3.598)
H (0.115, 2.018, -2.521)
H (-0.495, 3.647, 1.199)
F (1.191, -6.149, 2.451)
C (0.512, -5.930, 1.331)
F (-0.283, -6.948, 1.100)
F (1.382, -5.885, 0.315)
C (-0.301, -4.627, 1.417)
C (-1.146, -4.467, 0.253)
C (-1.322, -3.296, -0.363)
C (-0.619, -2.045, 0.083)
C (-0.936, -2.515, 2.616)
C (-0.260, -3.814, 2.510)
P (-0.748, -0.654, -1.070)
C (-0.129, -1.235, -2.646)
C (-0.412, -0.460, -3.803)
C (0.235, -0.706, -4.983)
C (1.245, -1.668, -5.037)
C (1.329, -2.567, -3.974)
C (0.685, -2.334, -2.775)
C (2.222, -1.788, -6.242)
F (2.626, -3.026, -6.469)
F (3.321, -1.074, -5.864)
F (1.703, -1.242, -7.310)
C (-2.437, -0.219, -1.215)
C (-3.202, -1.027, -2.071)
C (-4.592, -0.985, -1.999)
C (-5.162, -0.108, -1.050)
C (-4.403, 0.803, -0.341)
C (-3.000, 0.765, -0.463)
C (-6.651, -0.199, -0.857)
F (-7.081, 0.022, 0.389)
F (-7.100, -1.399, -1.267)
F (-7.293, 0.735, -1.597)
H (-1.455, -5.368, -0.332)
H (-1.995, -3.220, -1.250)
H (-0.706, -2.021, 3.554)
H (0.352, -4.121, 3.387)
H (-1.199, 0.269, -3.680)
H (-0.077, -0.193, -5.889)
H (1.990, -3.419, -4.149)
H (0.872, -3.067, -2.014)
H (-2.800, -1.754, -2.750)
H (-5.148, -1.632, -2.652)
H (-4.960, 1.506, 0.266)
H (-2.400, 1.463, 0.129)

- Charge: +3
- Orbital gap (spin up / spin down): 3.463 / 3.738 eV

Mulliken population analysis, charges in e, atoms 1 to 5:
1 Ce -0.018
2 O -0.705
3 C 0.234
4 O -0.669
5 C -0.693

---

Entry 2:
The following is a quantum chemistry calculation of C11H9CuNO4 as an isolated structure at a distorted geometry, from the OMol25 dataset.

CARTESIAN COORDINATES (ANGSTROEM)
O (-2.468, 2.984, 0.676)
C (-1.426, 3.197, -0.175)
O (-0.440, 2.144, -0.465)
C (-0.736, 1.426, -1.715)
C (-1.844, 0.225, -1.582)
N (-1.351, -1.034, -0.904)
C (-0.157, -1.742, -1.518)
O (0.026, -2.327, -2.705)
C (0.965, -1.561, -0.326)
C (2.586, -1.932, -0.327)
C (3.400, -1.596, 1.094)
C (2.664, -0.893, 2.412)
C (1.041, -0.539, 2.367)
C (0.224, -0.908, 0.994)
C (-1.360, -0.756, 0.587)
O (-2.425, -0.482, 1.356)
H (-1.269, 4.267, -0.653)
H (0.296, 1.092, -2.184)
H (-1.197, 2.229, -2.462)
H (-2.139, -0.094, -2.694)
H (-2.812, 0.616, -1.053)
H (3.103, -2.431, -1.262)
H (4.542, -1.863, 1.178)
H (3.270, -0.637, 3.386)
H (0.441, -0.046, 3.248)
Cu (-2.936, 0.663, 2.727)

- Charge: +1
- Orbital gap: 7.174 eV

natural (NBO) population analysis, charges in e, atoms 1 to 5:
1 O -0.593
2 C 0.639
3 O -0.562
4 C -0.115
5 C -0.276

---

Entry 3:
The following is a quantum chemistry calculation of a 2-piece molecular cluster, C5H5O3 overall at a distorted geometry, from the OMol25 dataset.

CARTESIAN COORDINATES (ANGSTROEM)
C (0.327, -0.206, 0.017)
C (-0.234, 0.928, 0.141)
C (1.887, -0.054, -0.544)
C (-3.141, -0.757, 0.050)
C (2.733, 0.534, 0.279)
O (-0.599, 2.054, 0.069)
O (2.201, -0.653, -1.646)
O (-4.363, -0.768, 0.186)
H (-0.019, -1.270, 0.160)
H (-2.532, -0.941, 1.038)
H (-2.557, -0.583, -0.782)
H (2.645, 1.117, 1.213)
H (3.653, 0.600, -0.181)

- Relative energy (zero: lowest compared OMol25 entry of this formula, charge and spin): 3.3678 eV
- Charge: -1
- Orbital gap: 6.206 eV

natural (NBO) population analysis, charges in e, atoms 1 to 5:
1 C -0.633
2 C 0.633
3 C 0.435
4 C 0.287
5 C -0.716